Below is C3H4N2S in the gas phase in a non-equilibrium geometry, with properties calculated with ωB97M-V with the def2-TZVPD basis set.

Each line ends with the Löwdin charge.
Atoms and positions in Å:
1 H -0.6039 1.9591 -0.7841  0.134
2 H -0.0333 -2.0077 -0.0659  0.159
3 H -0.4604 1.8336 0.8985  0.121
4 H -2.8543 0.8978 -0.0744  0.100
5 C -1.8868 0.4654 -0.0369  -0.170
6 C 0.4005 0.0315 0.0190  -0.836
7 S 2.0310 0.0167 -0.0196  0.610
8 C -0.6395 1.2081 0.0309  -0.138
9 N -0.4393 -1.0510 0.0513  -0.059
10 N -1.8164 -0.8319 -0.0139  0.079

Values from the calculation:
energy: -624.37312 Eh
charge: 0
highest occupied orbital energy: -8.7 eV
energy relative to the best compared isomer or geometry (same formula, charge and spin): 33.0 kcal/mol
SMILES string: S=C1CC=NN1
orbital gap: 0.325 hartree
largest force on an atom: 2.48 eV/Å
molecular weight: 100.15 g/mol


Below is C3H4N2S2 in the gas phase in a non-equilibrium geometry, with properties calculated with ωB97M-V with the def2-TZVPD basis set.

Each line ends with the Löwdin charge.
Atoms and positions in Å:
1 S 3.3972 0.1490 -0.0609  0.685
2 C -0.3381 1.6155 -0.0273  -0.160
3 C 0.8060 0.6295 0.0293  -0.713
4 H -2.2596 -0.2079 -0.6217  0.077
5 H -1.6425 -0.4475 1.2439  0.080
6 H -2.0298 -1.8167 0.0440  -0.006
7 C -1.6768 -0.8523 0.1545  -0.445
8 H 3.2005 -1.1761 -0.6523  -0.090
9 N -1.5080 2.0852 -0.2408  0.123
10 N 1.9985 1.0304 0.2610  -0.407
11 S 0.0526 -1.0091 -0.1297  0.855

Values from the calculation:
energy: -1022.47929 Eh
charge: 0
highest occupied orbital energy: -9.0 eV
energy relative to the best compared isomer or geometry (same formula, charge and spin): 85.6 kcal/mol
SMILES string: CS/C(C#N)=N\S
orbital gap: 0.311 hartree
largest force on an atom: 10.67 eV/Å
molecular weight: 132.21 g/mol


Below is C3H4N2S4 in the gas phase in a non-equilibrium geometry, with properties calculated with ωB97M-V with the def2-TZVPD basis set.

Each line ends with the Löwdin charge.
Atoms and positions in Å:
1 S -2.0293 1.4660 -0.9180  0.122
2 S -0.4963 1.7886 0.3990  0.476
3 C 1.8186 0.2213 1.0505  -0.160
4 H 2.3379 -1.6603 -1.3819  0.149
5 H -3.8163 0.6729 1.4162  -0.070
6 N 2.6271 -0.6401 0.4594  0.028
7 C 0.9980 -0.2510 -0.9823  -0.138
8 H 0.5067 -0.4007 -1.9525  0.127
9 S -3.1288 -1.6610 0.4624  -0.032
10 S -3.7142 0.1562 0.1009  0.031
11 C 0.7261 0.5460 0.1587  -0.597
12 N 2.0141 -1.0306 -0.6831  -0.029
13 H 2.1562 0.7927 1.8707  0.094

Values from the calculation:
energy: -1818.90849 Eh
charge: 0
highest occupied orbital energy (alpha / beta): -8.0 / -8.0 eV
energy relative to the best compared isomer or geometry (same formula, charge and spin): 0.0 kcal/mol
orbital gap (alpha / beta): 0.249 / 0.249 hartree
largest force on an atom: 2.95 eV/Å
molecular weight: 196.35 g/mol


Below is a gas-phase ion, C3H4N3 (charge +1) in a non-equilibrium geometry, with properties calculated with ωB97M-V with the def2-TZVPD basis set.

Each line ends with the Löwdin charge.
Atoms and positions in Å:
1 N 1.1227 0.6518 -0.8828  0.181
2 H 0.6467 -0.0207 1.9038  0.163
3 H -1.1941 0.2413 1.4441  0.147
4 C -0.1125 0.5135 1.2768  0.018
5 H 0.1109 1.4281 1.7290  0.107
6 H -1.2321 -1.5336 -0.5546  0.113
7 N 0.1634 -0.8160 -2.2231  0.233
8 C -0.5789 -0.7542 -0.7180  0.275
9 C 0.2246 0.1389 -0.0080  -0.283
10 N 0.8494 0.1508 -1.9671  0.046

Values from the calculation:
energy: -280.43513 Eh
charge: +1
highest occupied orbital energy (alpha / beta): -17.0 / -16.7 eV
energy relative to the best compared isomer or geometry (same formula, charge and spin): 121.7 kcal/mol
SMILES string: CC1=NN=[N+]=C1
orbital gap (alpha / beta): 0.297 / 0.262 hartree
largest force on an atom: 4.83 eV/Å
molecular weight: 82.09 g/mol


Below is a gas-phase ion, C3H4N3O (charge +1) in a non-equilibrium geometry, with properties calculated with ωB97M-V with the def2-TZVPD basis set.

Each line ends with the Mulliken spin population.
Atoms and positions in Å:
1 H -1.4675 1.6093 0.3212  0.002
2 O 2.2858 -0.2906 1.4765  0.708
3 C 0.4181 1.1735 1.0085  -0.143
4 H 0.6578 2.0053 1.5877  0.034
5 N 1.5543 0.5344 1.0357  0.789
6 C -0.6626 1.0043 0.1212  0.307
7 H -1.8103 0.1481 -1.4236  0.004
8 N -0.2520 -1.0331 -1.1197  0.207
9 C -0.8916 -0.0007 -0.7603  -0.038
10 N 0.2105 -2.0827 -1.3699  0.064
11 H -0.0424 -3.0679 -0.8772  0.065

Values from the calculation:
energy: -355.68262 Eh
charge: +1
spin multiplicity: 3
highest occupied orbital energy (alpha / beta): -13.2 / -14.8 eV
orbital gap (alpha / beta): 0.271 / 0.292 hartree
largest force on an atom: 3.97 eV/Å
molecular weight: 98.08 g/mol


Below is a gas-phase ion, C3H4N3O2 (charge -1) in a non-equilibrium geometry, with properties calculated with ωB97M-V with the def2-TZVPD basis set.

Each line ends with the Löwdin charge.
Atoms and positions in Å:
1 N 1.6502 0.5845 -0.3599  0.177
2 H -1.7077 -1.8444 0.1226  0.055
3 N -2.2414 -0.9712 0.1813  -0.067
4 C -0.8320 1.0860 -0.1551  -0.182
5 N -1.6605 -0.0179 -0.7547  -0.183
6 H -2.3883 -0.5260 1.0680  0.038
7 H -1.4975 1.8562 0.1299  0.042
8 C 0.4965 0.8767 -0.1570  -0.146
9 H -1.2775 -0.6468 -1.4698  0.090
10 O 2.6496 -1.1388 0.6170  -0.030
11 O 3.8999 0.7172 0.3978  -0.010
12 C 2.9085 0.0245 0.3798  -0.784

Values from the calculation:
energy: -431.42804 Eh
charge: -1
highest occupied orbital energy: -3.9 eV
energy relative to the best compared isomer or geometry (same formula, charge and spin): 54.1 kcal/mol
SMILES string: NNC=C=NC(=O)[O-]
orbital gap: 0.293 hartree
largest force on an atom: 3.50 eV/Å
molecular weight: 114.08 g/mol


Below is a gas-phase ion, C3H4N3S3 (charge +1) in a non-equilibrium geometry, with properties calculated with ωB97M-V with the def2-TZVPD basis set.

Each line ends with the Löwdin charge.
Atoms and positions in Å:
1 H -1.9350 -0.7249 -0.4124  0.176
2 S 2.0240 -0.0197 -3.8303  0.722
3 C 0.4677 -0.1023 -0.3385  -0.154
4 S 3.3159 0.8975 -1.3775  0.442
5 H -3.3178 -0.8086 1.8644  0.214
6 N -0.3499 -0.0239 0.6950  0.086
7 C 1.7618 0.3436 -2.2549  -1.171
8 C -1.6566 -0.3984 0.5959  -0.068
9 N 0.7030 0.2532 -1.4963  0.048
10 H -1.7803 -0.2105 2.5990  0.114
11 N -2.2824 -0.4180 1.7678  0.157
12 H -0.0242 0.3544 1.6060  0.186
13 S 3.0738 0.8577 0.5817  0.248

Values from the calculation:
energy: -1475.15200 Eh
charge: +1
highest occupied orbital energy (alpha / beta): -12.1 / -11.3 eV
energy relative to the best compared isomer or geometry (same formula, charge and spin): 15.5 kcal/mol
SMILES string: [NH2+]=C[NH+]=C=NC(=S)S[S-]
orbital gap (alpha / beta): 0.252 / 0.208 hartree
largest force on an atom: 4.98 eV/Å
molecular weight: 178.29 g/mol


Below is C3H4N4 in the gas phase in a non-equilibrium geometry, with properties calculated with ωB97M-V with the def2-TZVPD basis set.

Each line ends with the Löwdin charge.
Atoms and positions in Å:
1 N -1.1683 0.7755 -0.6976  0.015
2 H -0.8869 -0.9266 -1.9391  0.132
3 C -0.6339 1.2915 0.4612  -0.160
4 C -0.5308 -0.3802 -1.0398  -0.034
5 C 0.4516 -0.4705 -0.0523  -0.401
6 H 1.8785 -1.0190 1.7104  0.037
7 N 2.0563 -1.7345 0.9847  0.052
8 N 0.4272 0.5529 0.8435  0.096
9 H -0.9764 2.2224 0.9375  0.123
10 H -1.9863 1.2389 -1.1417  0.168
11 N 1.3690 -1.5503 -0.0669  -0.029

Values from the calculation:
energy: -335.68647 Eh
charge: 0
highest occupied orbital energy: -9.1 eV
energy relative to the best compared isomer or geometry (same formula, charge and spin): 54.5 kcal/mol
SMILES string: [H]/N=N\c1c[nH]cn1
orbital gap: 0.356 hartree
largest force on an atom: 2.72 eV/Å
molecular weight: 96.09 g/mol


Below is a molecular structure, C3H4N4 in a non-equilibrium geometry, with properties calculated with ωB97M-V with the def2-TZVPD basis set.

Each line ends with the Löwdin charge.
Atoms and positions in Å:
1 C 0.7800 -0.1782 0.2111  -0.377
2 H 0.0521 0.0360 2.4884  0.303
3 N -1.4302 0.1871 -0.3116  0.088
4 C -1.3479 -0.2448 0.9209  -0.293
5 H 1.2140 0.2606 -1.9421  0.069
6 N 1.8980 0.1147 0.5557  0.168
7 H 2.4569 0.7778 -0.1237  0.133
8 N 0.1469 0.3235 -2.0607  0.165
9 C -0.1741 0.2349 -0.8413  -0.471
10 N -0.1696 -0.5987 1.2918  0.044
11 H -2.3861 -0.1321 1.5069  0.172

Values from the calculation:
energy: -335.61336 Eh
charge: 0
highest occupied orbital energy: -9.5 eV
energy relative to the best compared isomer or geometry (same formula, charge and spin): 100.4 kcal/mol
orbital gap: 0.338 hartree
largest force on an atom: 8.09 eV/Å
molecular weight: 96.09 g/mol


Below is a molecular structure, C3H4N4, with properties calculated with ωB97M-V with the def2-TZVPD basis set.

Each line ends with the Löwdin charge.
Atoms and positions in Å:
1 N -1.2171 -1.1069 -0.5249  0.100
2 H -2.4764 -0.6861 1.1337  0.103
3 H 0.4750 1.8295 1.3204  0.092
4 C 0.6736 0.3003 -0.3319  -0.388
5 N 1.8590 -0.3378 -0.5968  0.126
6 C -1.7536 -0.3930 0.3922  -0.188
7 C 0.1454 1.1244 0.5766  -0.036
8 H 1.7827 -1.0781 -1.2805  0.095
9 N -1.2189 0.8990 0.0918  0.004
10 H 2.2976 -0.6681 0.2528  0.098
11 N -0.5694 0.0998 -1.0107  -0.005

Values from the calculation:
energy: -335.57917 Eh
charge: 0
highest occupied orbital energy: -8.7 eV
energy relative to the best compared isomer or geometry (same formula, charge and spin): 121.8 kcal/mol
orbital gap: 0.354 hartree
largest force on an atom: 0.58 eV/Å
molecular weight: 96.09 g/mol


Below is C3H4N4 in the gas phase in a non-equilibrium geometry, with properties calculated with ωB97M-V with the def2-TZVPD basis set.

Each line ends with the Löwdin charge.
Atoms and positions in Å:
1 C -2.4801 0.0130 -0.2498  -0.078
2 N -0.0857 -0.8227 -0.0807  -0.108
3 C 1.9217 0.1100 -0.0272  -0.055
4 N -3.5095 -0.5833 0.1128  0.129
5 C -0.9568 0.2626 -0.1826  -0.422
6 H 0.4682 1.4833 0.5233  0.065
7 H 2.9261 -0.4212 -0.1677  0.061
8 N 1.1959 -1.0923 0.0431  -0.011
9 H -0.6391 -1.7066 0.3008  0.191
10 N -0.5752 1.4533 0.0886  0.103
11 H 1.7343 1.3038 -0.3606  0.124

Values from the calculation:
energy: -335.53607 Eh
charge: 0
highest occupied orbital energy: -9.6 eV
energy relative to the best compared isomer or geometry (same formula, charge and spin): 148.9 kcal/mol
SMILES string: [H]/N=C(/C#N)NN=C
orbital gap: 0.340 hartree
largest force on an atom: 8.99 eV/Å
molecular weight: 96.09 g/mol


Below is C3H4N4 in the gas phase in a non-equilibrium geometry, with properties calculated with ωB97M-V with the def2-TZVPD basis set.

Each line ends with the Löwdin charge.
Atoms and positions in Å:
1 H -1.4287 1.4778 1.9213  0.066
2 N 1.1028 -1.4435 -0.3310  0.053
3 H 0.9084 -0.6539 -2.2245  0.110
4 N -0.5255 0.5876 0.5327  -0.284
5 H -0.6094 1.2397 -1.4410  0.115
6 C 0.7252 -1.2699 0.9194  -0.220
7 N -1.2664 1.5273 0.9158  0.107
8 N -0.0495 -0.3215 1.3925  0.105
9 C -0.1937 0.4859 -0.7962  -0.038
10 C 0.6205 -0.5369 -1.1895  -0.125
11 H 1.0862 -1.9780 1.6530  0.111

Values from the calculation:
energy: -335.65890 Eh
charge: 0
highest occupied orbital energy (alpha / beta): -8.8 / -8.8 eV
energy relative to the best compared isomer or geometry (same formula, charge and spin): 71.8 kcal/mol
orbital gap (alpha / beta): 0.330 / 0.330 hartree
largest force on an atom: 1.14 eV/Å
molecular weight: 96.09 g/mol